Record 1
15
Properties=species:S:1:pos:R:3 method="wB97M-V/def2-TZVPD" spin_multiplicity=1 homo_ev=-10.5 e_above_lowest_kcal_mol=25.6 homo_lumo_gap_ev=10.78 e_tot_ha=-382.1834 smiles=O.O.O.O.O
O -2.39013 -0.86816 1.96337
H -2.55706 0.07407 2.12516
H -1.70731 -0.83079 1.30306
O 2.48159 2.15571 -0.10179
H 2.68561 1.76745 0.75927
H 3.26292 2.71045 -0.26370
O -0.21568 -0.42406 -0.08181
H -0.68462 -0.14745 -0.85272
H 0.30674 0.32922 0.04855
O -1.33168 0.66517 -2.40204
H -0.44620 1.11218 -2.52156
H -1.59609 0.37695 -3.27433
O 1.00987 -2.55425 0.93883
H 0.42912 -1.96745 0.46461
H 0.75290 -2.39903 1.89511

Record 2
15
Properties=species:S:1:pos:R:3 method="wB97M-V/def2-TZVPD" spin_multiplicity=1 homo_ev=-10.7 e_above_lowest_kcal_mol=15.7 homo_lumo_gap_ev=11.36 e_tot_ha=-382.1991 smiles=O.O.O.O.O
O 1.71447 0.65658 -0.07865
O -0.66903 1.02404 -3.22841
O -1.45027 0.72374 -0.48616
O -0.80514 -1.12838 1.18645
O 1.49679 -1.26618 2.36491
H 0.75427 0.59884 -0.07775
H -1.47119 1.20086 -3.72113
H -2.32779 0.48946 -0.79458
H -1.38596 -0.72901 1.84035
H 2.02480 -2.06875 2.30195
H 1.94263 1.46042 -0.55185
H -0.89845 0.85535 -2.29773
H -1.03674 -0.02775 0.01614
H 0.09750 -1.22350 1.57765
H 2.01412 -0.56574 1.94881

Record 3
15
Properties=species:S:1:pos:R:3 method="wB97M-V/def2-TZVPD" spin_multiplicity=1 homo_ev=-11.0 e_above_lowest_kcal_mol=16.4 homo_lumo_gap_ev=11.63 e_tot_ha=-382.1980 smiles=O.O.O.O.O
O 1.40573 -1.18006 1.06080
H 1.81891 -0.32013 1.16358
H 1.88345 -1.70714 0.39914
O -0.95557 0.56670 1.00311
H -0.51920 -0.19582 0.60951
H -1.86491 0.18815 1.00097
O 1.57149 1.46496 1.36246
H 0.60224 1.44429 1.34985
H 1.86515 2.37942 1.42580
O -2.00342 -1.47907 -1.28099
H -2.64202 -2.07412 -1.67447
H -1.42730 -1.14279 -1.99474
O 0.16723 0.46487 -1.77914
H 0.80801 0.87990 -1.18336
H -0.70978 0.71084 -1.46251

Record 4
15
Properties=species:S:1:pos:R:3 method="wB97M-V/def2-TZVPD" spin_multiplicity=1 homo_ev=-10.9 e_above_lowest_kcal_mol=20.1 homo_lumo_gap_ev=11.04 e_tot_ha=-382.1921 smiles=O.O.O.O.O
O 2.88358 -0.31922 -0.91316
H 2.10570 -0.66853 -0.43435
H 3.21420 -1.06239 -1.42828
O -2.67446 -0.38323 -0.84086
H -1.76417 -0.06504 -0.68337
H -2.62398 -0.88099 -1.66273
O 1.03157 -1.52972 0.87885
H 1.37138 -1.89770 1.70365
H 0.43493 -2.20680 0.53126
O -0.07218 0.80917 -0.55936
H 0.62994 0.87799 -1.22138
H 0.30772 0.26717 0.15217
O -1.76122 2.11929 1.77260
H -0.94007 2.62186 1.79534
H -2.14294 2.31813 0.90962